[1]
The following is a quantum chemistry calculation of C28H31GaN5O7Se as an isolated structure, from the OMol25 dataset.

Geometry as XYZ:
```
73
Properties=species:S:1:pos:R:3:mulliken_charge:R:1
Se 1.050 -2.316 1.921 0.242
Ga -0.391 -0.213 0.859 1.526
O -1.827 0.388 -0.289 -0.416
O 3.050 -2.555 1.744 -0.880
O 1.316 -0.630 1.664 -0.639
O 0.392 1.765 0.713 -0.327
O -0.668 -1.987 1.356 -0.529
O 0.726 -0.257 -1.068 -0.867
O 1.096 -2.447 -0.919 -0.164
N -2.727 -1.131 -1.808 0.972
N -1.306 0.833 2.372 0.347
N 3.665 -2.166 -0.515 -0.234
N -3.152 -1.086 -3.118 -0.083
N 2.855 -1.029 -0.724 0.934
C -1.955 0.203 3.355 -0.131
C 1.550 -1.174 -0.920 -0.049
C -2.279 0.098 -1.447 0.431
C 4.116 0.442 0.732 0.030
C 3.773 -4.432 0.436 -1.982
C -2.914 -4.671 0.407 -0.544
C -1.244 2.165 2.347 0.893
C -0.495 2.769 1.186 -0.801
C -3.443 0.584 -4.928 -1.694
C -2.528 2.288 4.348 -0.241
C -1.846 2.931 3.329 -0.906
C 3.780 2.544 -1.070 -0.693
C 4.473 2.744 0.115 -0.516
C 4.644 1.693 1.008 -0.899
C -2.062 -4.587 -0.686 -0.930
C -3.639 -2.412 0.035 -0.174
C -4.009 -2.127 -3.654 -0.977
C 4.092 -2.709 -1.804 -1.070
C -2.776 -2.340 -1.045 -0.616
C -2.461 0.942 -2.562 -1.244
C 3.256 1.291 -1.364 -0.514
C 1.542 -3.192 0.201 -0.662
C -1.979 -3.411 -1.413 0.256
C -3.696 -3.584 0.772 -0.797
C -3.018 0.180 -3.560 0.856
C 3.053 -3.093 0.472 1.378
C -2.585 0.901 4.365 -1.009
C 3.423 0.260 -0.453 0.247
H -3.539 -3.099 -3.537 0.342
H -4.979 -2.130 -3.154 0.309
H -4.357 -3.653 1.625 0.464
H 4.894 -3.424 -1.644 0.433
H 4.208 -0.391 1.416 0.445
H 2.730 1.112 -2.293 0.441
H -4.146 -1.927 -4.712 0.432
H 3.358 -5.050 1.230 0.450
H -3.167 1.621 -5.102 0.391
H -1.770 4.010 3.298 0.488
H 0.066 3.645 1.514 0.547
H -2.190 1.981 -2.615 0.462
H -1.946 -0.879 3.297 0.656
H -1.460 -5.440 -0.971 0.496
H 4.892 3.716 0.339 0.434
H 3.660 -4.957 -0.513 0.434
H 4.495 -1.887 -2.394 0.305
H -3.004 2.864 5.130 0.432
H 0.779 1.953 -0.154 0.227
H -2.971 -5.589 0.977 0.451
H -2.964 -0.032 -5.689 0.373
H -4.245 -1.555 0.296 0.473
H 5.187 1.850 1.931 0.418
H -3.100 0.369 5.151 0.447
H -1.298 -3.314 -2.248 0.604
H -1.205 3.060 0.407 0.339
H 1.106 -4.184 0.116 0.684
H 3.668 3.353 -1.780 0.441
H -4.524 0.496 -5.047 0.352
H 4.832 -4.282 0.646 0.424
H 3.284 -3.190 -2.369 0.282
```

Properties
**Gap between HOMO and LUMO**: 8.68 eV
**LUMO energy**: -2.25 eV
**HOMO level**: -10.92 eV
**Total charge**: +1
**Spin multiplicity**: 1
**Total energy**: -169039.5318 eV

---

[2]
The following is a quantum chemistry calculation of C28H31N3PZr as an isolated structure, from the OMol25 dataset.

Geometry as XYZ:
```
64
Properties=species:S:1:pos:R:3:mulliken_charge:R:1
Zr -0.397 -0.488 0.518 -0.473
P 2.231 -0.147 -0.624 0.510
N -4.784 -0.439 0.360 0.189
N -2.523 -0.556 0.900 -0.605
N -3.340 -1.541 -1.074 0.105
C -3.529 -0.823 0.090 0.799
C 3.253 2.472 -0.598 -0.756
C 3.145 3.876 -0.579 -0.998
C 0.438 -2.482 0.077 -1.410
C -1.669 3.532 -0.508 -1.237
C 4.819 -0.744 0.342 0.026
C 0.737 3.681 -0.521 0.685
C 4.018 -0.499 -0.770 0.107
C 0.219 0.035 2.819 -0.731
C 4.570 -0.582 -2.048 -0.063
C 1.852 -0.627 1.111 -0.223
C -3.998 -2.844 -1.156 -1.097
C 0.006 -1.374 3.155 -0.239
C -1.568 2.126 -0.537 0.428
C -5.108 0.147 1.653 -1.321
C -5.857 -0.462 -0.630 -1.215
C -2.101 -1.469 -1.845 -0.843
C 5.910 -0.890 -2.212 -0.737
C 1.431 -2.131 1.232 0.013
C 1.916 4.465 -0.535 -0.829
C 0.648 -2.358 2.511 -0.734
C 1.304 0.329 1.965 -0.390
C -0.356 1.450 -0.524 0.189
C 6.159 -1.060 0.175 -0.825
C -0.537 4.293 -0.493 -0.749
C 0.829 2.264 -0.529 0.305
C 2.135 1.679 -0.550 0.754
C 6.702 -1.139 -1.100 -0.385
H -2.371 -1.529 -2.899 0.428
H 3.940 -0.394 -2.911 0.389
H -4.684 -0.442 2.467 0.474
H 0.971 -2.737 -0.837 0.503
H -6.556 -1.279 -0.439 0.385
H -4.751 1.178 1.731 0.370
H -6.188 0.150 1.770 0.416
H -1.421 -2.294 -1.619 0.269
H -0.603 -1.599 4.022 0.473
H 4.234 2.018 -0.657 0.407
H 1.625 1.361 1.894 0.494
H 6.335 -0.949 -3.205 0.412
H 4.045 4.477 -0.591 0.426
H -0.124 0.792 3.508 0.655
H -0.144 -3.358 0.379 0.566
H 6.783 -1.246 1.039 0.417
H -6.408 0.477 -0.578 0.460
H 2.322 -2.765 1.215 0.575
H -3.304 -3.638 -0.860 0.325
H -5.444 -0.572 -1.626 0.379
H -4.861 -2.881 -0.497 0.392
H -2.503 1.579 -0.613 0.206
H 4.393 -0.675 1.335 0.439
H -0.595 5.375 -0.472 0.392
H 7.744 -1.402 -1.229 0.395
H 0.551 -3.388 2.830 0.516
H -1.590 -0.506 -1.706 0.337
H 1.820 5.544 -0.519 0.401
H -2.646 3.998 -0.496 0.426
H -4.330 -3.038 -2.177 0.342
H -2.791 0.049 1.669 0.082
```

Properties
**Gap between HOMO and LUMO**: 6.92 eV
**ΔE to the lowest compared entry with this formula, charge and spin**: 0.262 eV
**LUMO energy**: -3.08 eV
**HOMO level**: -10.00 eV
**Total charge**: +1
**Spin multiplicity**: 1
**Total energy**: -44571.6158 eV

---

[3]
The following is a quantum chemistry calculation of C28H31N3PZr as an isolated structure, from the OMol25 dataset.

Geometry as XYZ:
```
64
Properties=species:S:1:pos:R:3:mulliken_charge:R:1
Zr -0.098 0.160 0.288 -0.313
P -2.084 -1.056 1.575 1.821
N -2.876 2.627 -2.197 0.311
N -1.142 1.312 -1.346 -0.686
N -1.887 3.183 -0.182 0.259
C 1.469 -4.580 0.022 -0.757
C -5.378 -0.786 -1.667 -0.796
C -2.056 -3.775 2.182 -0.282
C -2.749 -0.665 5.539 -0.610
C -4.906 -1.070 4.548 -0.690
C -2.955 -0.940 3.151 0.074
C -0.709 3.157 0.676 -1.285
C -4.121 -0.846 5.670 -0.509
C -5.190 0.245 -0.750 -0.846
C -3.579 -2.022 -0.642 -0.562
C -3.392 -1.003 0.286 0.687
C -4.566 -1.909 -1.618 -0.622
C -3.100 3.701 0.458 -1.215
C -3.205 1.613 -3.192 -1.489
C -0.247 -3.006 0.752 0.394
C -2.166 -0.704 4.281 -0.572
C 0.431 -1.955 0.048 -0.419
C 0.263 -4.323 0.726 0.542
C -1.554 -5.094 2.124 -1.008
C -3.280 3.993 -2.545 -1.177
C -0.419 -5.357 1.416 -0.766
C 1.608 -2.264 -0.596 0.172
C -4.195 0.141 0.211 -0.370
C -1.957 2.364 -1.258 0.786
C -1.429 -2.761 1.511 0.447
C 2.134 -3.576 -0.616 -1.002
C -4.328 -1.114 3.283 0.022
C 1.122 0.688 1.842 -0.874
H -2.944 -3.574 2.771 0.484
H -2.136 -0.488 6.414 0.423
H 1.332 1.659 2.276 0.331
H -3.010 4.187 -3.584 0.400
H 1.863 -5.591 0.015 0.390
H 2.172 -1.494 -1.112 0.375
H -3.979 3.446 -0.126 0.421
H -0.792 2.450 1.504 0.378
H -3.052 4.784 0.576 0.303
H 0.179 2.954 0.093 0.467
H -0.012 -6.363 1.383 0.398
H -2.961 -2.911 -0.600 0.424
H -5.975 -1.215 4.653 0.425
H -4.056 0.943 0.931 0.626
H -2.525 1.652 -4.046 0.385
H -1.191 0.882 -2.253 0.153
H -4.215 1.793 -3.551 0.373
H -4.359 4.119 -2.439 0.351
H -3.205 3.255 1.449 0.386
H -2.068 -5.887 2.655 0.416
H -4.709 -2.712 -2.333 0.429
H 1.743 -0.073 2.305 0.350
H -0.580 4.141 1.115 0.379
H -6.162 -0.714 -2.412 0.406
H -2.771 4.718 -1.922 0.376
H 3.065 -3.777 -1.131 0.409
H -4.947 -1.308 2.416 0.413
H -5.826 1.122 -0.780 0.451
H -4.580 -0.811 6.652 0.397
H -1.098 -0.555 4.169 0.351
H -3.192 0.620 -2.749 0.461
```

Properties
**Gap between HOMO and LUMO**: 7.33 eV
**ΔE to the lowest compared entry with this formula, charge and spin**: 0.000 eV
**LUMO energy**: -2.57 eV
**HOMO level**: -9.91 eV
**Total charge**: +1
**Spin multiplicity**: 1
**Total energy**: -44571.8781 eV

---

[4]
The following is a quantum chemistry calculation of C28H31N5O6S2Sn as an isolated structure, from the OMol25 dataset.

Geometry as XYZ:
```
73
Properties=species:S:1:pos:R:3:mulliken_charge:R:1
Sn 0.994 -0.973 0.241 0.732
S -0.881 -3.642 -0.967 -0.407
S 2.731 1.956 0.173 1.642
O 2.174 -2.646 -0.594 -0.566
O 4.089 1.915 0.695 -0.777
O 2.540 1.912 -1.412 -0.259
O -2.410 -1.318 2.950 -0.768
O 4.290 -3.376 -0.469 -0.786
O 1.583 1.546 0.992 -0.654
N -2.833 -2.752 0.622 0.386
N 0.074 -0.207 -1.641 0.159
N -3.275 -4.698 -0.542 -0.330
N -2.308 0.286 0.479 0.297
N 2.881 -0.058 -0.508 -0.296
C -3.856 -5.477 0.553 -0.957
C 2.051 6.520 0.539 1.091
C 3.447 -2.489 -0.434 0.569
C 4.427 0.696 -2.294 -1.120
C -5.020 1.597 4.314 -0.658
C 3.907 0.182 -4.618 -0.890
C 2.448 3.754 0.228 0.040
C -3.185 0.917 1.149 -0.562
C -4.555 0.565 5.154 -0.290
C 3.018 0.520 -1.841 1.769
C 2.129 0.045 -2.938 0.188
C -2.392 -3.659 -0.235 0.321
C 2.380 4.323 1.495 -0.786
C 1.813 7.999 0.702 -1.407
C 4.815 0.555 -3.574 -0.762
C -4.216 -2.573 1.024 -1.110
C -3.678 -0.379 4.696 -0.677
C 3.879 -1.043 -0.109 -0.759
C -3.638 0.685 2.508 0.899
C -2.029 0.829 -0.839 -0.840
C 2.320 4.575 -0.881 -0.056
C -1.379 -0.181 -1.775 -0.694
C 2.123 5.943 -0.722 -0.782
C -4.545 1.624 3.022 -0.575
C -3.167 -0.397 3.340 0.238
C 0.767 -0.174 -2.751 -0.517
C 2.616 -0.051 -4.270 -0.741
C 2.187 5.686 1.647 -0.828
H -1.625 0.083 -2.809 0.489
H 5.857 0.738 -3.820 0.373
H -4.875 -3.038 0.291 0.520
H -1.349 1.683 -0.738 0.231
H -4.871 2.419 2.354 0.257
H -3.694 1.777 0.672 0.064
H 0.198 -0.299 -3.680 0.211
H -5.712 2.347 4.675 0.358
H 2.479 8.582 0.063 0.336
H 2.471 3.685 2.365 0.426
H -4.943 -5.379 0.597 0.250
H -2.199 -2.052 1.009 -0.041
H -3.446 -5.158 1.512 0.309
H 2.133 6.110 2.644 0.248
H 0.788 8.266 0.435 0.281
H -4.423 -1.506 1.060 0.267
H 4.861 -0.872 -0.544 0.337
H 1.895 -0.349 -5.027 0.304
H 4.247 0.079 -5.640 0.356
H 4.000 -0.979 0.979 0.396
H -4.405 -2.978 2.019 0.209
H -3.324 -1.172 5.345 0.359
H 5.128 1.017 -1.534 0.476
H -3.609 -6.531 0.421 0.349
H -2.826 -5.279 -1.232 0.337
H -2.957 1.199 -1.304 0.477
H 2.374 4.147 -1.871 0.439
H -1.794 -1.173 -1.574 -0.081
H -4.898 0.514 6.184 0.316
H 2.022 6.568 -1.603 0.326
H 1.977 8.312 1.734 0.342
```

Properties
**Gap between HOMO and LUMO**: 6.03 eV
**ΔE to the lowest compared entry with this formula, charge and spin**: 3.069 eV
**LUMO energy**: 4.14 eV
**HOMO level**: -1.89 eV
**Total charge**: -2
**Spin multiplicity**: 1
**Total energy**: -76777.4928 eV

---

[5]
The following is a quantum chemistry calculation of one molecule with the formula C28H32N2O6, from the OMol25 dataset.

Geometry as XYZ:
```
68
Properties=species:S:1:pos:R:3:mulliken_charge:R:1
O 0.938 2.438 -5.057 -0.413
O -4.669 -2.713 1.819 -0.782
O -2.801 -2.688 3.705 -0.650
O 0.712 3.353 0.892 -0.537
O -4.785 -2.178 -1.153 -0.664
O 3.399 -1.503 4.236 -0.468
N -0.505 0.349 -3.682 0.442
N -2.558 -1.813 -0.806 0.370
C -1.570 -1.785 0.257 -0.891
C -2.210 -1.488 -2.167 -1.247
C 3.921 -0.242 4.588 -0.751
C 0.175 2.733 -3.906 -0.666
C -0.929 -0.427 0.407 0.973
C -1.950 0.366 -3.851 -1.116
C -2.642 -0.072 -2.559 -0.026
C -0.114 -0.787 3.401 -0.602
C 1.026 0.983 0.409 -0.414
C 0.369 1.363 -5.777 -0.469
C 4.146 0.321 2.159 -0.607
C -1.711 0.683 0.715 -0.274
C -3.753 -2.387 1.072 0.436
C -2.381 -2.180 1.460 -0.363
C -0.560 -2.076 3.152 -0.257
C -3.820 -2.120 -0.423 0.415
C 0.259 0.113 -4.895 -0.857
C 1.202 -0.548 3.754 0.120
C -1.137 1.925 0.866 -1.070
C 0.042 1.507 -2.993 -0.164
C 4.225 0.665 3.430 -0.154
C -1.965 -2.319 2.747 0.140
C 0.243 2.089 0.718 0.828
C 0.332 -3.138 3.269 -0.253
C 1.642 -2.907 3.626 -0.889
C 0.436 -0.259 0.254 -0.518
C 2.094 -1.609 3.875 0.656
C 2.094 3.582 0.759 -0.727
H 4.559 1.651 3.727 0.349
H 4.414 1.003 1.370 0.417
H -0.007 -4.145 3.082 0.503
H 1.057 -1.111 0.019 0.449
H 2.667 3.009 1.495 0.172
H 3.260 0.268 5.304 0.397
H 2.093 1.073 0.289 0.516
H -1.127 -1.569 -2.277 0.394
H -2.778 0.566 0.840 0.481
H -0.823 3.092 -4.205 0.302
H 1.030 1.185 -6.626 0.374
H -1.733 2.792 1.104 0.496
H -3.704 -2.809 3.309 0.465
H 3.822 -0.662 1.860 0.205
H 2.343 -3.721 3.725 0.466
H 1.268 -0.186 -4.588 0.336
H -2.701 -2.211 -2.824 0.432
H -2.382 0.615 -1.752 0.000
H -2.204 -0.342 -4.642 0.563
H 2.235 4.646 0.941 0.290
H -0.579 1.750 -2.131 -0.232
H 1.037 1.226 -2.632 0.237
H 0.699 3.541 -3.393 0.419
H -0.627 1.649 -6.150 0.309
H -0.798 0.043 3.321 0.457
H 1.519 0.469 3.922 0.357
H -2.338 1.353 -4.144 0.290
H -0.783 -2.526 0.046 0.368
H -0.192 -0.706 -5.456 0.429
H 4.860 -0.468 5.109 0.414
H 2.446 3.339 -0.249 0.302
H -3.723 -0.045 -2.694 0.494
```

Properties
**Gap between HOMO and LUMO**: 8.18 eV
**ΔE to the lowest compared entry with this formula, charge and spin**: 1.159 eV
**LUMO energy**: -0.05 eV
**HOMO level**: -8.23 eV
**Spin multiplicity**: 1
**Total energy**: -44819.3537 eV

---

[6]
The following is a quantum chemistry calculation of C28H32N2O7PtSe2Te3 as an isolated structure, from the OMol25 dataset.

Geometry as XYZ:
```
75
Properties=species:S:1:pos:R:3:mulliken_charge:R:1
Pt 1.508 -2.661 -0.215 2.645
Te -0.464 -0.040 -0.019 0.821
Te -0.459 -5.167 2.436 -0.114
Te 1.827 -5.138 -0.910 -0.334
Se 3.098 -4.187 0.976 -0.313
Se -0.584 -3.283 0.904 -0.409
O 0.350 0.154 -2.974 -0.573
O 2.015 -0.153 0.308 0.100
O 3.054 -2.139 -1.471 -0.865
O 3.832 2.172 0.293 -0.666
O 1.940 -1.421 2.851 -0.479
O 5.967 1.622 -1.688 -0.612
O 5.392 -1.025 -2.879 -0.697
N 0.238 -1.396 -1.316 -0.943
N 2.728 -2.918 4.378 0.222
C -4.735 0.517 0.456 -0.944
C -3.345 0.546 0.531 0.593
C -2.734 1.369 1.639 -1.630
C -2.541 -1.791 -2.415 -1.509
C 2.434 -4.044 5.230 -0.878
C -0.652 4.009 -1.809 -0.872
C 1.070 -2.049 -3.522 -1.471
C -1.838 1.989 -2.573 -1.422
C -2.582 -0.175 -0.402 0.050
C -3.235 -0.954 -1.373 1.606
C -5.396 -0.225 -0.505 0.532
C 0.133 4.758 -0.949 0.704
C -6.898 -0.265 -0.576 -1.646
C 5.050 0.895 -1.404 0.211
C 4.764 -0.480 -1.995 0.297
C -4.626 -0.956 -1.398 -0.968
C 0.971 2.242 1.737 -1.765
C 0.403 6.216 -1.202 -1.620
C 0.467 2.775 0.418 1.725
C 0.543 -0.990 -2.581 0.744
C -0.878 2.647 -1.620 0.920
C 0.662 4.128 0.167 -1.075
C 3.586 -0.968 -1.285 0.229
C 1.753 -2.296 3.671 -0.111
C 4.119 -2.618 4.117 -0.952
C 3.950 1.174 -0.388 0.080
C -0.260 2.027 -0.529 0.384
C 3.074 -0.010 -0.407 0.457
H -2.254 2.271 1.256 0.318
H 1.693 2.940 2.157 0.373
H -2.861 2.106 -2.205 0.306
H -0.114 6.564 -2.097 0.351
H 1.469 1.280 1.652 0.056
H -1.633 0.936 -2.711 -0.213
H 4.168 -1.798 3.406 0.219
H 0.075 6.826 -0.358 0.345
H 4.623 -3.490 3.690 0.323
H 1.019 -3.047 -3.098 0.074
H -7.345 0.411 0.153 0.359
H 4.629 -2.334 5.041 0.334
H -3.285 -2.278 -3.044 0.401
H 2.835 -3.885 6.234 0.305
H -5.309 1.086 1.181 0.297
H 1.472 6.390 -1.336 0.341
H 2.111 -1.833 -3.759 0.307
H -1.908 -1.179 -3.057 0.292
H -1.771 2.472 -3.548 0.527
H 0.483 -1.992 -4.439 0.454
H 2.864 -4.962 4.817 0.282
H -3.505 1.674 2.345 0.483
H -1.915 -2.558 -1.962 0.177
H -7.270 -1.272 -0.378 0.340
H 0.136 2.159 2.440 0.325
H 1.258 4.699 0.872 0.389
H -1.107 4.489 -2.669 0.313
H 1.355 -4.178 5.298 0.285
H -1.984 0.807 2.202 0.122
H 0.746 -2.663 3.927 0.377
H -7.250 0.024 -1.568 0.346
H -5.125 -1.556 -2.153 0.337
```

Properties
**Gap between HOMO and LUMO (spin up / spin down)**: 5.55 / 5.20 eV
**ΔE to the lowest compared entry with this formula, charge and spin**: 0.226 eV
**LUMO energy (spin up / spin down)**: 0.85 / 0.50 eV
**HOMO level (spin up / spin down)**: -4.70 / -4.70 eV
**Total charge**: -1
**Spin multiplicity**: 2
**Total energy**: -202688.6578 eV

---

What are the strongest force on any atom values for these records? In order: 0.23 1.16 1.55 0.39 0.81 0.82 eV Å⁻¹.